The following is a quantum chemistry calculation of a molecular structure, C20H18BN7O3PdS, from the Open Molecules 2025 dataset.

Values from the calculation:
E_tot (a.u.): -1932.98274
Net charge: -2
Maximum force (eV/A): 0.29
2S+1: 1
Energy above the lowest of the compared OMol25 structures with the same formula, charge and spin (kcal/mol): 0.0
Frontier orbital gap (eV): 5.53
Molar mass (g mol⁻¹): 553.7
LUMO level (eV): 4.51
HOMO energy (eV): -1.013

Last column: natural (NBO) charge in e.
Geometry (Å):
Pd1 0.7012 0.0836 -0.8949  0.4323
B1 1.3685 2.7134 2.0912  0.2090
N1 1.4749 1.2108 2.3729  -0.3342
C1 0.5257 0.4360 2.9263  -0.0046
C2 0.9830 -0.8630 2.9623  -0.3740
C3 2.2562 -0.7810 2.3808  -0.0758
N2 2.5463 0.4652 2.0275  -0.3218
N3 0.5457 3.0191 0.7621  -0.2844
C4 0.0695 4.2387 0.4765  -0.0503
C5 -0.6050 4.1869 -0.7320  -0.3916
C6 -0.4956 2.8452 -1.1141  -0.0737
N4 0.2052 2.1589 -0.2126  -0.3133
H1 2.4727 3.2041 1.9843  -0.0665
H2 0.7276 3.2265 2.9939  -0.0840
H3 -0.4246 0.8550 3.2092  0.2135
H4 0.4471 -1.7377 3.2883  0.2099
H5 2.9607 -1.5735 2.1821  0.1984
H6 0.2392 5.0534 1.1623  0.1972
H7 -1.1105 4.9878 -1.2457  0.2005
H8 -0.8975 2.3336 -1.9753  0.2351
N5 3.7036 0.0643 -0.6694  -0.6535
C7 2.5800 0.2492 -1.5570  0.0462
N6 2.1827 -0.9456 -2.1143  -0.5866
C8 2.9316 -1.9132 -1.4525  0.1093
C9 2.8899 -3.2952 -1.5739  -0.2485
C10 3.7601 -4.0635 -0.8006  -0.2565
C11 4.6596 -3.4644 0.0764  -0.2672
C12 4.7145 -2.0741 0.2006  -0.2910
C13 3.8544 -1.3149 -0.5705  0.1868
H9 3.6251 0.5494 0.2249  0.4360
H10 2.6209 1.1441 -2.1779  0.1692
H11 2.1694 -3.7568 -2.2381  0.2070
H12 3.7277 -5.1452 -0.8768  0.1845
H13 5.3204 -4.0820 0.6751  0.1841
H14 5.3989 -1.6013 0.8964  0.1999
O1 -1.9796 -0.5605 1.4279  -0.6277
C14 -2.3510 -0.5269 0.2671  0.6345
N7 -1.5775 -0.6095 -0.8462  -0.9361
S1 -2.4380 -0.5975 -2.2016  2.3072
O2 -2.4383 -1.8692 -2.8907  -0.9677
O3 -2.1896 0.5596 -3.0312  -0.9686
C15 -4.0314 -0.4169 -1.4385  -0.2231
C16 -5.2914 -0.3304 -1.9982  -0.2263
C17 -6.3699 -0.2239 -1.1276  -0.2258
C18 -6.1758 -0.2107 0.2554  -0.2316
C19 -4.8991 -0.3043 0.7955  -0.1792
C20 -3.8287 -0.4064 -0.0754  -0.1309
H15 -5.4308 -0.3450 -3.0715  0.2176
H16 -7.3751 -0.1501 -1.5268  0.1949
H17 -7.0344 -0.1252 0.9116  0.1952
H18 -4.7185 -0.2964 1.8629  0.2261

Forces on the atoms, in the same order (eV/Å):
-0.03 -0.03 -0.09
-0.02 0.04 -0.07
-0.01 -0.04 -0.10
-0.02 -0.02 0.00
-0.01 0.04 -0.01
-0.03 -0.02 0.04
0.11 0.10 0.08
0.02 -0.10 0.09
-0.01 0.03 -0.06
0.01 -0.03 0.09
-0.02 0.08 -0.04
-0.09 -0.14 0.08
0.02 -0.05 0.00
0.03 0.06 -0.01
-0.01 -0.01 0.00
0.00 0.00 0.00
0.00 -0.01 0.00
-0.01 0.00 -0.01
-0.01 0.00 0.01
0.02 0.00 0.00
0.04 -0.05 0.01
0.03 0.02 -0.07
0.01 0.00 0.02
-0.04 -0.02 -0.02
0.01 0.02 0.00
0.00 0.01 0.00
0.01 -0.03 0.01
-0.02 0.02 0.00
-0.02 0.01 0.00
0.01 0.02 -0.01
0.01 0.00 0.02
-0.01 0.00 0.00
0.01 0.00 0.01
0.00 0.00 0.00
0.00 0.00 0.00
-0.06 0.03 -0.01
-0.10 -0.10 -0.03
0.05 0.16 0.09
-0.10 -0.11 -0.24
0.10 0.02 0.07
0.07 0.04 0.06
-0.02 0.00 0.22
0.01 0.00 0.06
-0.02 0.01 0.06
-0.02 0.00 -0.07
0.04 0.01 -0.04
0.06 0.01 -0.14
0.01 0.00 0.00
0.00 0.00 0.01
0.00 0.00 -0.01
-0.01 0.00 0.00


The following is a quantum chemistry calculation of a molecular structure, C20H18Br4F6N3O5SbSe2Te2Ti at a distorted geometry, from the Open Molecules 2025 dataset.

Values from the calculation:
E_tot (a.u.): -18637.79716
Net charge: -2
Maximum force (eV/A): 1.85
2S+1: 1
Energy above the lowest of the compared OMol25 structures with the same formula, charge and spin (kcal/mol): 0.2
Frontier orbital gap (eV): 5.60
Molar mass (g mol⁻¹): 1396.7
LUMO level (eV): 3.70
HOMO energy (eV): -1.898

Last column: natural (NBO) charge in e.
Geometry (Å):
Ti1 -0.0686 0.1541 0.0320  1.3923
Br1 -4.8753 -3.2646 3.5717  0.0508
C1 -3.8771 -2.4764 2.1723  -0.1687
C2 -4.2812 -2.6189 0.8519  -0.1528
Br2 -5.8058 -3.6535 0.4260  0.0477
C3 -3.5446 -2.0030 -0.1711  -0.2012
Br3 -4.0193 -2.1900 -1.9953  0.0538
C4 -2.4119 -1.2593 0.1156  0.3289
O1 -1.6600 -0.6473 -0.7617  -0.7294
C5 -1.9609 -1.1701 1.4635  0.2551
O2 -0.8255 -0.5535 1.6303  -0.6993
C6 -2.7139 -1.7537 2.4720  -0.1640
Br4 -2.0807 -1.5465 4.2440  0.0746
Se1 2.2294 0.4913 -1.0652  -0.4367
Te1 2.6474 2.4583 -2.6103  -0.0128
Te2 0.3392 3.7920 -1.9495  0.0160
Se2 -1.0338 1.7227 -1.7179  -0.3427
F1 1.6124 -0.6874 1.5586  -0.6506
Sb1 3.3289 -0.4056 2.4015  3.1803
F2 3.1619 -2.2133 3.0229  -0.6970
F3 2.4196 0.1530 3.9705  -0.6825
F4 5.0103 -0.2341 3.2671  -0.6941
F5 3.4466 1.4213 1.9247  -0.6717
F6 4.2228 -1.1881 0.9086  -0.6788
O3 1.8164 3.9942 1.5278  -0.6767
C7 0.7085 4.2968 2.2103  0.4456
C8 0.7372 5.4857 2.9480  -0.3095
C9 -0.3393 5.8654 3.7214  -0.1887
C10 -1.4863 5.0800 3.7719  -0.2838
C11 -1.5411 3.9223 3.0197  -0.1313
C12 -0.4667 3.5169 2.2327  -0.2582
C13 -0.6425 2.2750 1.4231  0.7903
O4 -1.7576 1.8350 1.1612  -0.6085
O5 0.4314 1.7005 0.9578  -0.7516
H1 1.8039 3.0517 1.2716  0.5290
H2 1.6424 6.0782 2.9026  0.2114
H3 -0.2826 6.7770 4.3055  0.1941
H4 -2.3261 5.3713 4.3902  0.1974
H5 -2.4291 3.3036 3.0155  0.2316
C14 1.1516 -2.6493 -4.7963  -0.4100
C15 0.9410 -1.2366 -4.2849  -0.2081
N1 0.3320 -1.3008 -2.9736  -0.6277
C16 0.7363 -2.1710 -2.0125  0.6782
N2 0.5556 -1.8929 -0.7510  -0.6009
C17 0.8407 -2.9262 0.2415  -0.2266
C18 0.6569 -4.3211 -0.3274  -0.4068
C19 1.5695 -4.4244 -1.5319  -0.1978
N3 1.2185 -3.3828 -2.4767  -0.4594
C20 1.9324 -3.4120 -3.7414  -0.1967
H6 1.6916 -2.6445 -5.7450  0.2010
H7 0.1823 -3.1323 -4.9398  0.2053
H8 0.2681 -0.6719 -4.9299  0.2070
H9 1.9002 -0.7045 -4.2387  0.1941
H10 -0.0353 -0.4175 -2.6425  0.4503
H11 0.1945 -2.7685 1.1040  0.2225
H12 1.8711 -2.8281 0.5964  0.2154
H13 -0.3820 -4.4710 -0.6342  0.2048
H14 0.9181 -5.0720 0.4193  0.2112
H15 1.4460 -5.3850 -2.0426  0.1824
H16 2.6184 -4.3388 -1.2141  0.1815
H17 2.0467 -4.4607 -4.0259  0.1901
H18 2.9368 -2.9805 -3.6241  0.1819

Forces on the atoms, in the same order (eV/Å):
0.49 -1.06 -1.37
-0.01 -0.01 0.05
0.00 0.01 -0.13
0.09 0.07 0.12
-0.05 0.00 -0.05
-0.13 -0.12 -0.15
0.08 0.09 0.05
-0.18 -0.16 0.36
-0.74 0.13 0.09
-0.66 -0.35 -0.09
-0.16 -0.49 0.35
0.09 0.00 0.18
0.01 0.01 -0.17
1.09 0.20 -0.75
-0.45 -0.07 0.27
0.26 -0.15 0.05
-0.27 0.14 -0.96
0.47 0.37 -0.10
0.08 -0.64 0.55
0.03 0.35 -0.02
0.09 -0.08 -0.16
-0.07 -0.05 -0.01
-0.03 -0.31 -0.26
-0.25 0.48 0.14
0.13 -0.24 0.04
-0.32 -0.11 0.23
0.06 0.00 -0.07
0.00 0.03 0.01
-0.09 0.00 0.04
0.00 0.12 -0.02
0.31 -0.04 -0.07
-0.65 0.46 0.17
0.19 0.20 0.36
0.38 1.37 1.19
-0.03 0.04 -0.17
-0.01 0.00 0.03
0.01 0.01 -0.02
0.00 0.00 -0.01
0.03 -0.04 -0.03
0.02 0.07 0.06
0.04 -0.09 0.04
-0.09 -0.09 -0.03
-0.38 -0.05 0.31
0.37 0.02 -0.09
0.11 -0.23 0.11
0.07 0.16 -0.07
-0.06 -0.05 0.08
0.08 -0.02 -0.02
-0.12 0.00 0.00
0.01 0.01 0.00
0.01 -0.02 -0.05
0.04 0.02 -0.02
-0.03 0.05 -0.03
0.06 0.09 0.09
0.04 0.03 -0.01
-0.08 0.05 0.05
0.00 -0.04 0.00
0.00 0.00 0.00
0.05 0.01 -0.03
-0.01 -0.02 0.00
0.02 0.00 0.01
0.02 -0.04 -0.06


The following is a quantum chemistry calculation of a single C20H18Cl2O3 molecule at a distorted geometry, from the Open Molecules 2025 dataset.

Values from the calculation:
SMILES: CC(=O)[C@]1(C(c2ccc(Cl)cc2)c2ccc(Cl)cc2)CCCOC1=O
E_tot (a.u.): -1919.02300
Maximum force (eV/A): 2.18
2S+1: 1
Frontier orbital gap (eV): 9.32
Molar mass (g mol⁻¹): 377.3
LUMO level (eV): 0.35
HOMO energy (eV): -8.969

Last column: natural (NBO) charge in e.
Geometry (Å):
C1 -1.9189 -1.9684 -2.1248  -0.7426
C2 -1.2673 -0.6106 -2.1770  0.6422
O1 -1.6654 0.2503 -2.9570  -0.5401
C3 -0.0362 -0.3264 -1.2463  -0.2843
C4 -0.3344 -0.6656 0.1753  -0.2690
C5 -1.4323 0.2883 0.7169  -0.0398
C6 -2.7564 -0.1280 0.5982  -0.1390
C7 -3.7712 0.5339 1.2900  -0.2405
C8 -3.4465 1.6189 2.1135  -0.0551
Cl1 -4.6441 2.2779 3.1410  0.0252
C9 -2.1559 2.1690 2.0873  -0.2254
C10 -1.1647 1.5350 1.3265  -0.2061
C11 0.8886 -0.7086 1.1213  0.0687
C12 2.0685 -1.3664 0.7500  -0.2440
C13 3.2487 -1.1709 1.4682  -0.2206
C14 3.1889 -0.4984 2.6944  -0.0580
Cl2 4.6168 -0.2498 3.6042  0.0183
C15 1.9623 -0.0425 3.1991  -0.2364
C16 0.8108 -0.2213 2.4343  -0.2167
C17 0.3661 1.1581 -1.3676  -0.3947
C18 1.1937 1.3818 -2.6094  -0.4443
C19 2.4681 0.6066 -2.3955  -0.0613
O2 2.1804 -0.8237 -2.3198  -0.5007
C20 0.9937 -1.2862 -1.8650  0.8402
O3 0.7819 -2.4948 -1.9011  -0.6090
H1 -1.2229 -2.7228 -2.5092  0.2838
H2 -2.2197 -2.2733 -1.1127  0.2211
H3 -2.8059 -1.9638 -2.7663  0.2384
H4 -0.7187 -1.7032 0.1870  0.2474
H5 -2.9874 -1.0020 -0.0150  0.2077
H6 -4.7980 0.1946 1.1979  0.2306
H7 -1.9271 3.0655 2.6628  0.2319
H8 -0.1711 2.0011 1.2685  0.2302
H9 2.0759 -2.1043 -0.0456  0.2445
H10 4.1912 -1.5545 1.0861  0.2315
H11 1.9074 0.4423 4.1697  0.2302
H12 -0.1496 0.0233 2.8892  0.2320
H13 -0.5395 1.7787 -1.3893  0.2475
H14 0.9677 1.4413 -0.4905  0.2072
H15 0.6397 1.0639 -3.5013  0.2333
H16 1.4413 2.4371 -2.7368  0.2255
H17 3.2006 0.7077 -3.2053  0.2052
H18 2.9408 0.9103 -1.4458  0.1850

Forces on the atoms, in the same order (eV/Å):
-0.46 -0.39 -0.35
-0.89 1.15 -0.71
0.70 -1.17 1.19
0.44 0.82 -1.98
-0.56 -0.75 1.90
0.25 -0.12 -0.33
-0.02 0.20 0.50
0.23 0.27 0.06
0.72 -0.50 -0.85
-0.41 0.34 0.29
-0.10 -0.42 -0.47
-0.33 -0.18 0.24
-0.36 -0.47 0.19
0.30 0.33 0.22
-0.40 -0.02 0.59
-0.89 0.21 -0.66
0.54 0.12 0.29
0.30 -0.60 -0.34
0.37 0.32 -0.04
-0.41 0.08 -0.09
0.24 0.17 -0.05
0.07 -0.37 -0.15
-0.60 0.04 0.04
0.78 -1.35 0.18
0.66 1.83 -0.02
-0.24 0.21 0.23
0.32 0.01 -0.43
0.14 0.19 0.16
-0.15 0.50 0.07
-0.08 0.36 0.50
0.12 0.06 0.18
-0.11 -0.21 -0.20
-0.50 -0.44 0.22
0.12 0.54 -0.18
-0.18 -0.10 0.25
0.06 -0.24 -0.09
0.37 0.20 -0.32
0.23 -0.25 0.10
-0.18 -0.08 -0.18
0.27 -0.02 0.12
-0.02 0.03 0.03
-0.24 -0.12 0.19
-0.09 -0.16 -0.31